{"formula": "C6H11N2", "method": "ωB97M-V with the def2-TZVPD basis set", "homo_energy_ha": -0.5111, "total_charge": 1, "fmax_ev_per_a": 4.18, "multiplicity": 1, "homo_lumo_gap_ev": 9.71, "lumo_energy_ev": -4.200, "symbols": ["C", "C", "C", "C", "C", "C", "N", "N", "H", "H", "H", "H", "H", "H", "H", "H", "H", "H", "H"], "xyz": [[-0.27, 1.23, -0.07], [0.03, -0.35, 1.76], [0.30, 0.06, -0.81], [-0.39, -0.79, 0.26], [1.87, 0.06, -0.89], [-1.33, -2.00, -0.03], [-0.90, 0.47, 0.91], [-0.48, 2.51, -0.25], [-0.60, -0.93, 2.40], [0.82, 0.16, 2.25], [0.01, 0.12, -1.85], [2.41, 0.10, 0.04], [2.06, 1.00, -1.35], [2.18, -0.91, -1.41], [-0.79, -2.96, -0.10], [-1.59, -1.96, -1.06], [-2.29, -1.89, 0.61], [-0.03, 3.02, -0.95], [-1.00, 3.06, 0.54]], "lowdin_charge": [-0.2186, 0.0767, -0.1816, -0.2843, -0.0072, 0.0105, 0.0585, 0.2774, 0.1085, 0.1087, 0.1580, 0.0714, 0.0718, 0.1245, 0.0983, 0.0595, 0.1326, 0.1216, 0.2137]}